16
Properties=species:S:1:pos:R:3 method="wB97M-V/def2-TZVPD" total_energy_ev=-16178.264 smiles="C=C(CC)CS" gap_ev=9.64
C 0.24842 2.20742 -0.17636
C 0.04075 0.79600 0.16434
C 0.80389 -0.29580 -0.63632
C 1.14514 -1.63312 0.15477
C -1.22087 0.41446 0.69264
S -2.49434 -0.39959 -0.30585
H -0.42322 3.10379 -0.13594
H 1.40687 2.21861 -0.45620
H 1.46384 0.56254 -1.19461
H -0.00543 -0.47878 -1.40597
H 0.27953 -1.97610 0.90327
H 1.26807 -2.69971 -0.38100
H 1.96941 -1.63736 1.03440
H -1.22283 -0.26936 1.62305
H -1.70366 1.44143 0.94765
H -1.55556 -1.35442 -0.82787